The following is a DFT calculation (ωB97M-V/def2-TZVPD) of a molecular structure, C26H36MnNOSi.

Structure (XYZ):
```
66
Properties=species:S:1:pos:R:3:mulliken_spin:R:1
H -4.264 0.746 -3.138 0.00
C 1.678 1.979 2.234 0.04
H 1.893 -3.868 0.117 0.00
H -2.902 2.522 -3.559 0.00
H -1.660 -1.842 1.853 0.01
H 2.953 -2.414 -3.885 0.00
C 0.747 -0.066 2.761 0.00
C -1.580 3.657 2.231 0.00
O -0.106 1.453 -1.612 0.01
H -2.262 2.856 2.571 0.00
H -3.958 3.883 -0.204 0.00
H 5.113 -1.421 -1.712 0.00
H -0.413 -3.485 0.197 0.03
C -2.145 -0.676 0.014 0.07
H -2.139 4.465 1.725 0.00
C 1.942 0.671 2.717 0.01
C 0.239 4.251 0.579 0.00
H 2.880 0.348 3.169 0.00
H 2.534 -0.732 -3.493 0.00
C -0.805 -2.508 -0.077 0.01
C -0.538 3.096 1.253 -0.03
H 0.937 3.912 -0.210 0.00
C -0.843 -1.954 -1.389 0.11
H -1.036 4.085 3.088 0.00
C -5.362 0.423 -1.281 0.00
H -3.376 4.066 -2.818 0.00
C -3.909 2.309 -1.703 0.00
H 0.581 -1.100 3.102 0.00
C 2.327 -1.780 -3.248 0.01
H 4.820 -2.140 -0.094 0.00
C -5.141 2.153 0.384 0.00
Si 2.732 -2.131 -1.464 0.01
H -1.235 1.210 0.371 0.00
H -0.487 4.953 0.139 0.00
H -0.432 -2.408 -2.288 0.00
N -1.589 3.259 -2.058 0.00
C -1.562 -1.706 0.773 0.02
H 0.784 4.804 1.358 0.00
C -0.927 2.378 -1.235 0.00
H -2.415 2.485 0.259 -0.01
C -1.728 -0.835 -1.364 -0.02
H 1.282 -1.995 -3.486 0.00
Mn 0.008 -0.120 -0.392 4.47
C 4.591 -2.221 -1.165 0.01
H 2.728 -4.581 -1.283 0.00
H 2.285 0.309 -0.845 -0.01
H -1.360 0.587 2.361 0.01
H -5.765 -0.533 -1.616 0.00
C 2.021 -3.801 -0.971 0.00
C -0.284 0.800 2.348 0.07
H -2.918 0.008 0.370 -0.01
C -2.981 3.071 -2.618 0.01
C -1.328 2.292 0.192 0.12
H -0.986 3.817 -2.661 0.00
H 1.062 -4.005 -1.461 0.00
H 2.431 2.771 2.048 0.00
H -5.370 2.549 1.369 0.00
H -6.319 0.351 0.650 0.00
H 4.962 -3.192 -1.526 0.00
C -4.330 2.889 -0.491 0.00
C 2.020 -0.705 -0.412 0.09
C 0.293 2.049 1.956 -0.05
H 2.477 -0.706 0.621 -0.01
C -4.482 1.106 -2.126 0.00
C -5.675 0.927 -0.019 0.00
H -2.018 -0.240 -2.228 0.02
```

⟨S²⟩ = 8.765
gap between HOMO and LUMO (alpha / beta) = 4.824 / 5.295 eV
HOMO level (alpha / beta) = -0.0935 / -0.1110 Eh
spin multiplicity = 6
maximum force = 0.10553 Eh/bohr
net charge = -1

***

The following is a DFT calculation (ωB97M-V/def2-TZVPD) of 3 unconnected molecules or ions with the total composition C5H17NO2.

Structure (XYZ):
```
25
Properties=species:S:1:pos:R:3:mulliken_charge:R:1
H -1.258 0.134 1.256 0.40
H -0.767 -2.338 0.798 0.27
C -1.060 -2.182 -0.246 -1.07
C -0.928 0.851 0.547 -0.99
O 2.528 2.200 0.913 -0.64
C 1.022 -1.238 -1.227 -1.00
H -1.415 1.797 0.569 0.45
H -2.153 -2.044 -0.334 0.30
O -0.205 -0.159 3.097 -0.63
H 1.534 -2.182 -0.822 0.33
H 2.196 2.394 0.032 0.32
H -0.796 -3.108 -0.779 0.44
H -0.126 -0.491 3.999 0.29
H 0.144 -0.864 2.539 0.31
C -0.955 0.207 -0.924 0.27
H 0.412 0.821 -2.431 0.34
C -0.522 1.158 -2.004 -1.23
H 1.258 -1.320 -2.290 0.31
H 1.583 -0.369 -0.850 0.32
H -1.236 1.165 -2.871 0.30
H 0.139 1.029 0.682 -0.16
H -2.051 0.161 -1.111 0.22
H -0.306 2.167 -1.626 0.32
N -0.416 -1.129 -1.018 0.20
H 1.943 1.635 1.418 0.31
```

energy relative to the best compared isomer or geometry (same formula, charge and spin) = 1.782 eV
gap between HOMO and LUMO = 8.535 eV
HOMO level = -0.2937 Eh
SMILES = CC(C)N(C)C.O.O
maximum force = 0.07060 Eh/bohr

***

The following is a DFT calculation (ωB97M-V/def2-TZVPD) of a molecular structure, C21H12CuN5S5.

Structure (XYZ):
```
44
Properties=species:S:1:pos:R:3:mulliken_charge:R:1
C -3.193 1.018 0.016 0.11
H -1.969 -0.203 2.593 0.40
H -2.178 1.280 -4.579 0.37
N 2.413 0.171 2.373 -0.62
C 3.993 -0.395 -0.689 0.13
C 6.292 -0.980 0.693 -0.54
C 1.161 1.356 -4.030 -0.56
H 7.208 -1.218 1.222 0.37
H -2.160 1.281 4.602 0.37
S -7.477 0.702 0.044 -0.43
C 2.610 -0.028 1.112 0.20
C -3.311 -0.343 0.016 0.01
H -0.055 2.311 5.506 0.35
H -1.980 -0.201 -2.569 0.39
C -1.108 0.246 -3.035 -0.15
H 7.203 -1.219 -1.235 0.37
H 2.113 1.776 4.383 0.39
C -1.194 1.073 4.160 -0.73
Cu -0.252 0.052 0.008 0.10
C 1.170 0.501 -2.917 0.47
S -1.733 1.967 0.012 -0.48
H -0.075 2.307 -5.494 0.35
C 1.181 0.503 2.926 0.47
C -1.095 0.245 3.055 -0.15
S -4.960 -0.930 0.018 -0.21
C 2.606 -0.030 -1.108 0.20
N 0.051 -0.040 -2.446 -0.19
C 1.176 1.360 4.038 -0.56
H 5.110 -0.662 -2.498 0.52
C 5.133 -0.678 -1.416 -0.15
C -0.026 1.644 4.651 -0.24
H 5.120 -0.659 2.493 0.52
C -5.796 0.556 0.036 0.09
C 5.138 -0.676 1.411 -0.13
S -4.718 1.877 0.018 -0.21
C -0.043 1.641 -4.638 -0.25
N 2.403 0.169 -2.368 -0.62
S -2.029 -1.525 0.012 -0.43
N 1.814 0.103 0.004 -0.62
C 6.289 -0.981 -0.703 -0.54
C -1.211 1.072 -4.141 -0.72
C 3.996 -0.394 0.688 0.13
N 0.061 -0.040 2.461 -0.19
H 2.097 1.770 -4.380 0.39
```

gap between HOMO and LUMO = 5.075 eV
HOMO level = -0.0200 Eh
maximum force = 0.00486 Eh/bohr
net charge = -2

***

Q: Among the records above, which one has the lowest maximum force?
A: C21H12CuN5S5